Formula: C5H11NO
Source: OMol25
Level of theory: wB97M-V/def2-TZVPD

## Properties
E_LUMO ... 0.0391 hartree
F_max ... 0.01344 Eh/bohr
Charge ... 0
Energy relative to the best compared isomer or geometry (same formula, charge and spin) ... 2.437 eV
E_HOMO ... -8.40 eV

Positions of all 18 atoms, in Å:
C (0.041, 0.619, -2.362)
C (-0.470, -0.515, -1.479)
C (0.620, -1.151, -0.620)
N (1.265, -0.193, 0.260)
C (0.865, 0.261, 1.436)
O (-0.292, -0.320, 1.783)
C (-0.689, 0.214, 3.037)
H (-0.764, 1.028, -2.980)
H (0.443, 1.440, -1.758)
H (0.835, 0.266, -3.032)
H (-1.262, -0.142, -0.818)
H (-0.905, -1.306, -2.099)
H (0.204, -1.952, -0.001)
H (1.414, -1.574, -1.241)
H (2.111, 0.257, -0.039)
H (-1.656, 0.698, 2.902)
H (0.062, 0.951, 3.338)
H (-0.714, -0.606, 3.754)

Formula: C2H6N2O2S
Source: OMol25
Level of theory: wB97M-V/def2-TZVPD

## Properties
E_LUMO ... -0.0149 hartree
F_max ... 0.08255 Eh/bohr
Charge ... 0
Structure (SMILES) ... C#S(=O)O.C=NN
Energy relative to the best compared isomer or geometry (same formula, charge and spin) ... 7.030 eV
E_HOMO ... -8.73 eV

Positions of all 13 atoms, in Å:
C (-0.233, -1.453, 0.526)
C (1.115, 0.828, 0.334)
N (-0.907, 1.796, 0.843)
N (-0.007, 1.407, -0.017)
O (0.257, -3.025, -1.855)
O (-0.512, -0.570, -1.804)
S (-0.259, -1.960, -1.016)
H (0.071, -2.305, 1.061)
H (1.673, 0.417, -0.452)
H (1.636, 0.590, 1.276)
H (-1.330, 2.681, 0.481)
H (-0.831, 1.524, 1.753)
H (-0.674, 0.069, -1.131)

Formula: C3H7NO2
Source: OMol25
Level of theory: wB97M-V/def2-TZVPD

## Properties
E_LUMO ... 0.0311 hartree
F_max ... 0.02931 Eh/bohr
Charge ... 0
Energy relative to the best compared isomer or geometry (same formula, charge and spin) ... 2.399 eV
E_HOMO ... -9.60 eV

Positions of all 13 atoms, in Å:
C (-1.790, 0.231, 0.264)
C (-0.973, -0.435, -0.799)
O (0.549, 0.682, -0.849)
C (1.215, -0.027, 0.005)
O (0.682, -1.031, 0.492)
N (2.491, 0.259, 0.386)
H (-2.074, 1.238, -0.033)
H (-1.137, 0.262, 1.134)
H (-2.679, -0.338, 0.574)
H (-1.000, -1.530, -0.717)
H (-1.044, -0.132, -1.821)
H (2.781, -0.291, 1.179)
H (2.979, 1.112, 0.186)

Formula: C28H24Cl4N4O4SSiV
Source: OMol25
Level of theory: wB97M-V/def2-TZVPD

## Properties
E_LUMO (alpha / beta) ... 0.1550 / 0.1550 hartree
F_max ... 0.03072 Eh/bohr
Spin multiplicity ... 2
Charge ... -2
⟨S²⟩ ... 0.769
Energy relative to the best compared isomer or geometry (same formula, charge and spin) ... 0.790 eV
E_HOMO (alpha / beta) ... -1.19 / -1.31 eV

Positions of all 67 atoms, in Å:
V (-0.643, 0.103, -1.103)
C (3.654, 2.185, -0.450)
C (2.179, 1.917, -0.481)
N (1.694, 0.931, -1.149)
N (2.553, 0.165, -1.845)
C (1.873, -0.470, -2.811)
O (0.690, -0.250, -3.142)
C (2.633, -1.550, -3.525)
C (4.015, -1.676, -3.423)
C (4.671, -2.721, -4.058)
C (3.947, -3.661, -4.782)
C (2.566, -3.546, -4.875)
C (1.914, -2.489, -4.257)
C (1.192, 2.823, 0.124)
C (1.518, 3.862, 1.001)
C (0.512, 4.698, 1.454)
C (-0.791, 4.496, 1.027)
C (-1.027, 3.428, 0.171)
N (-0.073, 2.625, -0.262)
H (4.025, 2.281, -1.473)
H (4.178, 1.330, -0.018)
H (3.910, 3.084, 0.109)
H (4.554, -0.953, -2.826)
H (5.747, -2.817, -3.971)
H (4.457, -4.491, -5.258)
H (1.993, -4.292, -5.413)
H (0.837, -2.384, -4.297)
H (2.533, 3.999, 1.345)
H (0.745, 5.497, 2.149)
H (-1.603, 5.131, 1.358)
H (-2.026, 3.193, -0.185)
C (-1.181, -0.351, 5.157)
Si (-1.914, 1.201, 4.408)
C (-3.352, 1.734, 5.516)
C (-0.657, 2.591, 4.418)
C (-2.603, 0.920, 2.695)
C (-3.946, 1.087, 2.393)
C (-4.437, 0.906, 1.100)
C (-3.527, 0.582, 0.110)
N (-2.238, 0.424, 0.371)
C (-1.745, 0.541, 1.628)
S (-0.075, 0.202, 1.708)
H (-0.896, -0.184, 6.200)
H (-0.303, -0.654, 4.587)
H (-1.900, -1.173, 5.125)
H (-2.992, 1.919, 6.532)
H (-4.124, 0.962, 5.572)
H (-3.819, 2.654, 5.155)
H (-0.342, 2.831, 5.438)
H (-1.077, 3.492, 3.964)
H (0.215, 2.303, 3.830)
H (-4.638, 1.368, 3.182)
H (-5.488, 1.020, 0.872)
H (-3.802, 0.445, -0.929)
Cl (1.176, -6.439, -2.495)
C (0.228, -4.992, -2.303)
C (-1.043, -4.914, -2.834)
Cl (-1.721, -6.270, -3.693)
C (-1.794, -3.733, -2.684)
Cl (-3.400, -3.611, -3.352)
C (-1.278, -2.621, -2.025)
O (-1.875, -1.488, -1.890)
C (0.039, -2.715, -1.449)
O (0.447, -1.657, -0.831)
C (0.762, -3.891, -1.606)
Cl (2.368, -3.951, -0.946)
O (-1.496, 1.011, -2.060)